ORCA calculation (ωB97M-V with the def2-TZVPD basis set) on a structure of composition C48H34BrClCsN5O3.

## Properties
- Net charge: -2
- Energy: -147035.037 eV
- E_LUMO: 3.78 eV
- HOMO level: -1.5 eV

```
93
Properties=species:S:1:pos:R:3:forces:R:3
Cs 0.709 -0.105 -1.270 0.32 -0.39 0.13
Br 3.215 0.030 -4.000 0.03 0.02 -0.03
Cl -6.490 2.916 -3.360 0.02 0.00 0.01
O -1.341 1.800 -0.754 -0.32 0.19 0.08
O -2.836 4.519 3.094 -0.07 -0.07 -0.10
O -1.229 5.944 1.203 0.04 0.02 -0.05
N -2.840 0.164 1.027 0.01 -0.04 0.03
N -1.065 -1.903 1.098 0.04 -0.05 0.01
N 1.746 -0.579 2.156 -0.04 -0.05 0.03
N -1.670 3.724 1.186 0.08 0.32 -0.04
N 2.080 3.053 -0.579 0.04 -0.08 0.03
C -0.737 1.622 3.634 -0.05 0.05 0.00
C -4.004 -1.685 4.032 -0.02 0.05 -0.02
C 1.781 0.615 4.282 0.01 -0.01 -0.01
C -0.655 -3.694 -4.993 0.00 0.03 0.02
C -3.758 0.378 0.175 0.09 0.01 -0.05
C -3.045 -2.648 4.145 0.04 -0.02 0.01
C -2.993 -0.817 2.008 -0.03 0.00 -0.08
C 0.282 4.512 0.026 -0.02 0.18 -0.04
C 3.531 -2.637 -7.144 -0.01 0.00 0.01
C 1.427 -3.151 -6.058 0.01 0.02 0.02
C -4.900 1.656 -1.549 0.00 -0.03 0.00
C -3.976 -0.760 2.964 -0.02 -0.02 0.06
C 3.614 -0.783 3.625 0.03 0.02 0.03
C -0.973 -3.696 3.240 -0.01 0.00 0.05
C 3.753 -1.606 -6.207 0.00 0.00 0.00
C 1.740 5.102 -1.769 -0.15 0.09 0.14
C -0.440 -2.648 -4.065 -0.05 -0.04 0.00
C 2.395 -3.389 -7.067 0.00 0.00 0.00
C 0.258 -3.945 -5.979 0.02 0.02 0.01
C 1.102 1.467 5.181 -0.01 0.02 -0.03
C 0.666 -1.814 -4.050 0.01 0.00 -0.07
C 0.661 5.417 -0.952 0.11 -0.10 -0.10
C 3.010 -2.186 0.159 0.07 0.05 -0.04
C 2.900 -1.143 2.435 0.01 0.03 0.02
C -0.138 1.955 4.869 0.03 -0.01 0.00
C 4.501 -4.154 -0.110 -0.06 0.06 -0.02
C 4.866 -4.116 1.233 0.01 -0.02 -0.04
C -0.929 4.797 0.857 -0.06 -0.11 0.09
C -3.798 3.224 -2.987 0.01 -0.02 0.05
C -0.016 -3.712 2.273 0.05 -0.01 -0.05
C -2.475 2.013 -1.290 0.01 0.12 -0.16
C 3.442 -2.174 1.506 0.00 -0.07 -0.09
C 2.821 -1.372 -5.236 0.01 -0.01 -0.02
C -4.960 2.571 -2.569 0.01 -0.01 0.01
C -2.603 2.947 -2.371 -0.01 -0.01 -0.03
C 4.334 -3.122 2.036 -0.01 -0.01 0.09
C -0.109 -2.790 1.202 -0.03 0.04 -0.01
C 3.598 -3.217 -0.606 0.01 -0.03 0.02
C 3.065 0.070 4.526 0.00 0.02 0.00
C 2.411 3.911 -1.541 0.02 -0.01 0.00
C -0.094 0.815 2.739 0.10 0.03 0.02
C 1.030 3.349 0.177 -0.05 -0.01 0.09
C -2.002 -1.851 2.081 -0.01 0.08 -0.02
C -2.019 -2.745 3.171 -0.03 0.03 -0.05
C 1.179 0.273 3.051 -0.02 0.02 0.03
C -3.697 1.374 -0.887 -0.11 -0.05 0.09
C -2.953 3.963 1.798 -0.02 -0.02 0.11
C 1.610 -2.109 -5.092 -0.02 -0.02 -0.01
H -3.532 4.640 1.161 -0.04 0.00 -0.03
H 4.654 -1.008 -6.249 0.00 0.00 0.00
H -2.400 5.368 2.943 0.07 0.04 0.03
H -0.663 2.608 5.555 0.00 0.00 0.01
H 2.214 -4.190 -7.778 0.01 0.00 0.00
H 0.095 6.333 -1.069 0.02 0.01 -0.02
H 4.606 -1.179 3.791 -0.01 -0.02 -0.02
H -1.712 2.029 3.398 0.02 -0.02 -0.01
H -4.784 -1.605 4.779 0.00 0.00 0.00
H 0.112 -4.742 -6.702 0.00 0.00 0.00
H -4.677 -0.230 0.196 -0.01 0.01 0.00
H 0.770 2.640 0.957 0.05 -0.03 -0.06
H 4.912 -4.920 -0.764 0.00 -0.01 0.01
H -4.706 0.039 2.918 0.01 0.01 0.01
H 1.580 1.725 6.121 0.00 0.00 0.00
H 0.824 -4.394 2.300 0.00 -0.01 0.01
H 0.674 -2.774 0.447 -0.01 0.00 0.01
H -1.552 -4.304 -4.922 0.00 0.00 -0.01
H 4.598 -3.123 3.091 -0.01 0.02 -0.01
H 3.326 -3.303 -1.658 0.01 0.01 -0.01
H 2.058 5.757 -2.569 -0.02 0.03 0.01
H -3.846 3.940 -3.799 0.00 0.00 0.00
H 5.546 -4.852 1.650 0.00 0.00 0.00
H 3.261 3.631 -2.156 -0.03 -0.02 -0.02
H 3.600 0.349 5.429 0.00 0.00 0.00
H -0.536 0.568 1.780 -0.08 -0.01 0.01
H -1.692 3.435 -2.698 0.00 0.00 0.01
H -1.494 2.848 0.681 -0.04 -0.17 -0.04
H -3.045 -3.340 4.979 0.00 0.00 -0.01
H -5.802 1.137 -1.242 0.00 0.00 0.00
H -0.941 -4.385 4.078 0.00 -0.01 -0.01
H 4.269 -2.826 -7.915 0.00 0.00 0.00
H -3.475 3.011 1.882 0.04 -0.02 0.03
H -1.225 -2.514 -3.316 0.02 0.01 0.01
```
Forces are in eV/Å.

---

ORCA calculation (ωB97M-V with the def2-TZVPD basis set) on a structure of composition C48H35CdF5IO2S3.

## Properties
- Net charge: -1
- Energy: -113199.945 eV
- E_LUMO: 1.94 eV
- HOMO level: -4.2 eV

```
95
Properties=species:S:1:pos:R:3:forces:R:3
I -1.069 3.818 -2.928 0.22 0.06 -0.06
Cd 0.318 -1.018 1.464 0.07 -0.11 0.53
S 2.481 1.549 1.713 0.05 -0.01 -0.17
S -2.918 2.205 -0.186 -0.12 -0.07 -0.28
S -1.253 -2.123 0.011 -0.03 -0.12 -0.32
F -1.873 -5.052 0.018 -0.08 0.01 0.01
F 2.427 -6.703 -0.815 0.06 -0.09 -0.01
F 3.388 -4.158 -0.911 0.10 0.02 -0.05
F -0.223 -7.116 -0.364 -0.03 -0.11 0.01
F 1.768 -2.083 -0.521 0.04 0.17 -0.01
O -4.084 1.431 -0.688 -0.05 -0.05 0.10
O 1.392 0.948 0.619 -0.31 0.18 0.16
C -1.949 0.150 3.802 -0.10 -0.15 -0.01
C 2.522 -2.593 2.816 0.03 -0.15 0.03
C -3.559 3.728 0.504 -0.03 0.00 0.10
C 0.811 4.344 0.301 0.01 0.00 0.07
C 2.097 -4.373 -0.676 -0.17 -0.12 0.03
C -0.593 6.717 2.775 0.02 0.00 0.03
C -1.523 6.747 3.773 -0.01 0.00 0.01
C -5.159 4.869 1.861 -0.03 0.05 0.01
C 0.258 -5.871 -0.403 0.11 0.14 -0.01
C 5.052 2.018 -1.388 0.01 0.00 -0.05
C 0.594 5.494 0.991 0.02 -0.07 0.00
C 1.397 -1.710 3.218 -0.05 0.16 -0.03
C -0.129 -3.474 -0.230 -0.14 0.09 -0.02
C 0.179 3.132 0.681 0.04 0.03 0.07
C -1.135 1.226 3.378 0.11 -0.03 -0.02
C -0.051 1.630 4.203 -0.03 0.05 -0.02
C -2.508 1.443 1.404 0.20 -0.03 0.13
C -1.432 1.882 2.148 -0.26 0.00 -0.16
C -0.303 5.514 2.088 0.08 0.07 0.01
C -0.619 -0.071 5.813 -0.04 -0.03 -0.04
C 4.640 -4.297 2.065 0.00 0.02 0.02
C -3.023 -0.281 2.984 0.00 0.04 -0.01
C -3.373 6.084 0.824 -0.03 0.05 -0.08
C 3.746 -2.080 2.371 -0.03 0.04 0.02
C -4.702 3.697 1.293 0.00 -0.01 0.01
C 6.208 2.466 0.646 0.01 -0.03 -0.01
C -1.663 -0.484 5.039 0.05 -0.02 0.02
C 7.458 2.735 -1.530 0.08 0.02 -0.04
C 0.197 0.999 5.385 0.02 0.00 0.05
C 6.222 2.401 -0.743 -0.03 -0.02 0.04
C -0.583 -4.790 -0.209 0.07 -0.03 0.04
C 5.061 2.177 1.366 -0.01 0.03 -0.03
C 3.891 1.824 0.699 0.12 0.05 0.11
C -3.289 0.338 1.797 0.09 0.07 0.14
C 1.232 -3.315 -0.476 0.02 -0.14 -0.10
C -1.929 4.388 3.500 0.06 -0.01 0.04
C 4.787 -2.916 2.006 0.04 -0.04 -0.01
C 2.389 -3.985 2.859 -0.03 0.04 -0.04
C -2.205 5.566 4.132 0.05 -0.01 0.03
C -0.692 3.115 1.746 0.08 -0.01 -0.12
C 3.892 1.731 -0.686 -0.06 -0.09 0.00
C 0.529 1.909 -0.114 0.02 0.02 -0.15
C -4.976 7.339 2.298 -0.03 0.07 0.03
C 1.608 -5.666 -0.634 -0.09 0.15 0.01
C 3.429 -4.824 2.490 0.03 -0.04 -0.02
C -4.491 6.077 1.644 -0.02 -0.05 -0.05
C -0.963 4.324 2.464 0.00 -0.03 0.04
C -2.897 4.912 0.247 -0.08 -0.02 -0.08
H -4.090 0.026 1.139 -0.01 -0.01 -0.01
H -2.470 3.494 3.778 -0.02 -0.03 -0.01
H -6.043 4.852 2.489 -0.01 0.01 0.00
H -0.340 1.325 -0.406 -0.05 -0.08 0.06
H -5.999 7.577 1.998 -0.01 -0.02 -0.01
H 1.079 6.416 0.694 0.00 0.01 -0.02
H 1.040 2.186 -1.033 -0.01 0.09 0.04
H -0.072 7.619 2.478 0.00 0.01 -0.01
H -0.404 -0.571 6.749 0.00 0.00 0.02
H -2.854 7.015 0.632 -0.01 0.00 0.01
H 7.730 1.924 -2.207 -0.01 -0.01 0.00
H -2.957 5.594 4.911 -0.02 0.00 0.00
H -2.029 4.909 -0.405 0.00 0.03 -0.04
H -3.630 -1.115 3.315 0.03 -0.03 -0.01
H 5.037 1.940 -2.469 0.00 0.01 -0.01
H 7.306 3.629 -2.139 -0.01 0.00 0.00
H -1.752 7.676 4.279 0.01 0.00 0.01
H 1.446 -4.412 3.184 0.00 0.00 0.02
H 3.006 1.415 -1.218 0.01 0.02 0.01
H 3.869 -1.005 2.303 0.01 0.01 0.02
H -2.291 -1.310 5.351 0.00 -0.01 0.01
H 5.079 2.224 2.449 -0.02 0.01 0.01
H 1.458 4.332 -0.566 0.00 0.02 -0.02
H 0.654 -2.263 3.793 0.04 0.02 0.06
H 5.453 -4.950 1.774 0.00 0.00 -0.01
H 8.307 2.922 -0.872 0.00 0.00 0.01
H -4.342 8.186 2.036 0.01 0.00 0.00
H 5.720 -2.486 1.665 0.00 0.00 -0.01
H -5.222 2.760 1.449 0.01 -0.02 0.00
H 1.727 -0.854 3.803 0.04 0.00 -0.02
H 1.029 1.317 6.001 0.01 0.00 0.00
H -4.970 7.240 3.386 0.01 -0.01 0.01
H 7.113 2.736 1.178 0.00 0.02 0.00
H 0.575 2.450 3.878 0.01 0.02 0.00
H 3.292 -5.899 2.534 0.00 0.00 0.00
```
Forces are in eV/Å.

---

ORCA calculation (ωB97M-V with the def2-TZVPD basis set) on a structure of composition C48H35IrN5O2S4.

## Properties
- Net charge: +1
- Energy: -108061.328 eV
- Multiplicity: 5
- E_LUMO (spin up / spin down): -2.75 / -4.83 eV
- HOMO level (spin up / spin down): -9.8 / -10.9 eV

```
95
Properties=species:S:1:pos:R:3:forces:R:3
Ir -0.289 0.108 0.385 0.54 -0.37 1.05
S -2.063 -0.009 -1.774 -0.23 0.49 -0.33
S 1.657 -0.962 1.829 -0.03 0.17 -0.26
S -2.079 -1.348 1.419 -0.67 0.00 -0.97
S -0.270 1.616 2.458 -0.04 -0.05 -0.07
O -2.658 -2.079 0.253 0.05 -0.03 0.30
O -1.087 0.315 -2.856 -0.10 -0.12 0.19
N 1.766 -0.167 -2.434 -0.12 0.05 0.09
N 4.034 -0.282 4.529 -0.13 0.00 -0.08
N 1.659 2.802 5.317 -0.04 -0.06 -0.14
N 1.200 1.428 -0.754 -0.16 -0.03 -0.06
N 0.634 -1.559 -0.874 -0.05 -0.08 0.00
C 0.536 -3.924 -1.277 0.01 -0.06 -0.01
C 1.951 0.143 3.048 0.13 0.02 0.19
C 2.005 3.681 -0.989 0.03 0.03 -0.01
C -7.319 1.292 2.360 0.01 -0.04 0.00
C 1.138 -3.732 -2.521 0.01 -0.03 -0.04
C -0.821 -3.444 4.627 0.03 0.05 0.02
C -2.820 1.689 0.469 0.09 -0.11 -0.01
C 1.264 -1.387 -2.036 0.02 0.04 0.09
C -4.830 -0.239 -1.855 0.06 -0.06 0.07
C -2.207 4.094 0.372 -0.01 -0.01 -0.01
C -3.741 0.615 -3.841 -0.04 0.13 0.02
C -5.120 1.277 1.288 -0.05 -0.03 -0.11
C -0.969 -2.433 3.687 -0.04 0.07 0.09
C 1.336 2.698 -0.311 0.02 -0.05 0.03
C -2.170 1.524 -0.751 -0.12 0.14 -0.27
C -1.438 -5.696 5.578 -0.03 0.04 -0.04
C 2.556 3.360 -2.227 0.03 0.05 -0.02
C -6.871 2.754 0.505 -0.03 0.01 -0.01
C 3.105 -0.088 3.880 -0.03 0.07 0.01
C -3.197 3.224 2.409 0.01 -0.02 0.04
C 0.302 -2.820 -0.506 -0.01 0.07 -0.05
C -4.979 0.726 -4.453 -0.02 0.00 0.01
C -2.536 -4.719 3.532 0.03 -0.01 0.05
C -6.153 0.366 -3.788 0.00 0.01 -0.05
C -3.687 0.153 -2.535 -0.06 -0.33 0.06
C -2.698 -3.726 2.584 0.03 -0.06 -0.01
C -2.208 5.381 0.957 0.05 0.02 -0.01
C 1.121 1.243 3.320 0.10 0.03 0.15
C 1.504 -2.468 -2.899 0.03 0.00 -0.10
C -6.059 -0.115 -2.485 -0.01 0.00 0.03
C -5.597 2.278 0.401 0.01 0.00 -0.02
C -5.564 -0.266 3.126 -0.05 0.02 -0.02
C -1.690 3.885 -0.934 0.03 0.11 0.07
C -7.740 2.271 1.510 0.01 0.00 0.00
C 1.761 1.118 -1.922 0.01 -0.11 0.06
C -1.599 -4.595 4.565 -0.06 -0.07 -0.01
C -2.698 5.575 2.216 -0.01 -0.02 0.02
C -1.915 -2.583 2.686 0.40 0.32 0.10
C 1.432 2.108 4.428 0.04 -0.09 0.04
C -4.342 -0.836 2.946 -0.01 -0.09 -0.11
C -6.009 0.760 2.259 0.00 0.03 0.01
C -3.181 4.476 2.955 0.02 0.03 0.01
C -2.738 2.997 1.086 0.00 -0.01 0.04
C -1.625 2.639 -1.451 0.00 -0.12 -0.03
C 2.429 2.079 -2.696 0.05 -0.01 -0.08
C -3.468 -0.343 1.949 0.18 0.11 0.15
C -7.483 0.467 -4.486 0.03 0.03 0.01
C -3.777 0.774 1.199 0.07 -0.01 -0.03
H -7.223 3.503 -0.193 0.01 -0.02 0.03
H -5.036 1.090 -5.473 0.00 -0.01 0.03
H -0.170 -2.926 0.459 0.01 0.04 0.02
H -6.958 -0.408 -1.955 0.03 0.00 -0.03
H 2.089 4.672 -0.566 -0.01 -0.04 0.00
H -4.033 -1.662 3.572 0.01 0.01 -0.03
H 3.085 4.105 -2.808 -0.03 -0.04 0.00
H -1.801 6.209 0.387 -0.05 -0.03 0.01
H -2.706 6.565 2.653 0.02 -0.02 0.01
H -2.373 -5.863 6.114 0.02 0.01 -0.01
H -0.086 -3.336 5.415 -0.01 -0.01 -0.03
H -7.538 -0.249 -5.308 -0.01 0.01 0.02
H 1.328 -4.573 -3.176 0.00 0.04 0.01
H 2.854 1.791 -3.649 0.00 0.02 0.02
H -4.765 -0.651 -0.854 0.02 0.00 -0.08
H -1.324 4.736 -1.500 0.00 -0.05 0.05
H -7.627 1.461 -4.912 0.01 -0.03 0.02
H -3.542 2.392 3.010 -0.01 0.07 -0.04
H -1.172 -6.634 5.089 0.00 0.01 0.00
H 0.252 -4.905 -0.924 0.00 0.06 -0.01
H -4.952 2.646 -0.389 -0.03 0.00 0.05
H 1.989 -2.289 -3.851 -0.01 -0.02 0.04
H -2.828 0.883 -4.356 -0.04 -0.04 0.02
H 0.872 2.914 0.640 -0.01 -0.03 0.00
H -3.400 -3.828 1.767 0.02 0.01 0.03
H -1.179 2.453 -2.421 -0.03 -0.02 0.03
H -8.308 0.262 -3.805 0.03 0.01 -0.01
H -6.220 -0.616 3.915 0.02 0.00 -0.05
H 2.185 -0.211 -3.346 0.03 0.00 -0.08
H -8.741 2.673 1.595 0.02 -0.02 -0.02
H -0.351 -1.543 3.735 -0.08 -0.04 0.02
H -3.144 -5.615 3.471 0.03 0.02 0.01
H -0.665 -5.458 6.306 -0.01 0.00 -0.01
H -3.532 4.622 3.969 0.02 0.01 -0.03
H -7.983 0.893 3.118 0.02 0.03 -0.01
```
Forces are in eV/Å.

---

no.,largest force on an atom (eV/A)
1,0.52
2,0.55
3,1.24